[1]
This record from OMol25 describes a structure of composition C43H42N6OP2PbS in a non-equilibrium geometry. The level of theory is the ωB97M-V functional and the def2-TZVPD basis.

Computed properties:
- HOMO (eV) = -12.33
- net charge = +2
- gap between HOMO and LUMO (eV) = 5.0
- calculated total energy (eV) = -90906.76785

Last column: Löwdin charge in e.
Atoms and positions in Å:
Pb 0.827 -0.820 0.926  0.990
N 4.053 -0.673 4.232  0.106
C 3.267 -0.696 3.149  -0.847
S 1.558 -0.585 3.442  0.635
N 3.838 -0.890 1.998  -0.008
N 3.234 -0.838 0.823  -0.123
C 3.961 -1.083 -0.231  -0.040
C 3.551 -1.223 -1.580  -0.134
C 4.576 -1.482 -2.519  -0.034
C 4.312 -1.721 -3.840  -0.068
C 2.983 -1.739 -4.293  -0.051
C 1.956 -1.511 -3.423  -0.007
C 2.191 -1.183 -2.058  -0.358
O 1.193 -0.800 -1.351  -0.251
H 3.658 -0.581 5.152  0.098
H 5.042 -0.838 4.135  0.121
H 5.033 -1.180 -0.053  0.142
H 5.600 -1.502 -2.174  0.118
H 5.119 -1.917 -4.528  0.111
H 2.778 -1.934 -5.336  0.116
H 0.924 -1.516 -3.743  0.114
C -0.975 2.724 1.160  -0.248
N -2.166 2.260 0.533  -0.216
C -2.777 1.100 1.059  -0.252
P -1.908 -0.552 0.656  1.031
C -2.317 -1.034 -1.031  -0.377
C -2.805 -0.134 -1.974  -0.057
C -3.077 -0.574 -3.259  -0.046
C -2.844 -1.894 -3.612  -0.046
C -2.319 -2.783 -2.682  -0.057
C -2.046 -2.356 -1.398  -0.112
C -2.769 -1.700 1.753  -0.383
C -3.860 -2.457 1.331  -0.068
C -4.497 -3.292 2.233  -0.051
C -4.054 -3.372 3.544  -0.049
C -2.965 -2.621 3.964  -0.056
C -2.318 -1.788 3.071  -0.107
C -2.921 3.164 -0.270  -0.264
C -2.437 3.586 -1.502  -0.024
C -3.150 4.521 -2.237  -0.057
C -4.335 5.042 -1.745  -0.065
C -4.824 4.610 -0.523  -0.059
C -4.125 3.668 0.214  -0.014
P 0.652 1.938 0.554  1.033
C 1.882 2.651 1.685  -0.395
C 1.610 2.825 3.042  -0.127
C 2.595 3.291 3.895  -0.064
C 3.863 3.568 3.410  -0.054
C 4.153 3.361 2.069  -0.054
C 3.174 2.892 1.212  -0.095
C 0.967 2.780 -1.024  -0.379
C 1.345 4.125 -1.032  -0.089
C 1.596 4.759 -2.234  -0.050
C 1.473 4.065 -3.429  -0.049
C 1.061 2.741 -3.425  -0.056
C 0.805 2.098 -2.226  -0.104
H -1.016 2.530 2.238  0.086
H -0.854 3.796 0.989  0.123
H -3.788 0.986 0.663  0.122
H -2.811 1.093 2.158  0.106
H -2.985 0.900 -1.712  0.091
H -3.475 0.115 -3.990  0.118
H -3.074 -2.236 -4.611  0.117
H -2.129 -3.809 -2.965  0.112
H -1.633 -3.035 -0.664  0.085
H -4.207 -2.392 0.310  0.111
H -5.343 -3.883 1.911  0.117
H -4.561 -4.023 4.241  0.117
H -2.620 -2.695 4.984  0.116
H -1.453 -1.215 3.386  0.073
H -1.511 3.181 -1.883  0.092
H -2.776 4.841 -3.197  0.111
H -4.877 5.785 -2.311  0.113
H -5.743 5.019 -0.132  0.113
H -4.496 3.349 1.178  0.119
H 0.635 2.597 3.447  0.089
H 2.372 3.441 4.941  0.115
H 4.625 3.946 4.075  0.115
H 5.143 3.573 1.693  0.115
H 3.407 2.721 0.170  0.112
H 1.452 4.668 -0.103  0.116
H 1.893 5.798 -2.237  0.117
H 1.700 4.558 -4.363  0.115
H 0.944 2.209 -4.357  0.113
H 0.493 1.063 -2.213  0.080
C 0.370 -6.270 -0.530  -0.005
N 0.724 -5.631 0.730  -0.178
C 1.042 -6.483 1.866  -0.005
C 0.560 -4.363 0.877  -0.231
N 0.409 -3.219 0.993  0.108
H 1.131 -7.007 -0.782  0.103
H 0.320 -5.527 -1.324  0.096
H -0.595 -6.774 -0.446  0.104
H 1.812 -7.197 1.574  0.102
H 0.158 -7.033 2.194  0.104
H 1.415 -5.882 2.693  0.102

***

[2]
This record from OMol25 describes a structure of composition C43H43As2F3O4SSiSr. The level of theory is the ωB97M-V functional and the def2-TZVPD basis.

Computed properties:
- HOMO (eV) = -7.66
- gap between HOMO and LUMO (eV) = 7.9
- calculated total energy (eV) = -202859.73133

Last column: Löwdin charge in e.
Atoms and positions in Å:
Sr -0.320 0.829 0.139  1.329
C 2.528 -1.246 2.970  -0.425
C 2.493 -2.086 1.688  -0.449
As 2.580 -1.009 0.036  1.258
C 2.657 -2.487 -1.231  -0.387
C 3.791 -3.283 -1.362  -0.103
C 3.786 -4.363 -2.232  -0.083
C 2.648 -4.655 -2.973  -0.083
C 1.519 -3.859 -2.850  -0.072
C 1.524 -2.773 -1.985  -0.111
C 4.421 -0.400 0.071  -0.423
C 5.406 -0.975 0.867  -0.117
C 6.698 -0.464 0.861  -0.074
C 7.012 0.624 0.061  -0.080
C 6.034 1.205 -0.734  -0.079
C 4.744 0.699 -0.723  -0.124
As 1.001 0.008 3.028  1.274
C 0.265 -0.291 4.794  -0.418
C -1.107 -0.145 4.971  -0.118
C -1.668 -0.266 6.236  -0.078
C -0.858 -0.545 7.326  -0.084
C 0.513 -0.693 7.155  -0.081
C 1.074 -0.559 5.895  -0.111
C 1.900 1.711 3.330  -0.379
C 2.894 2.047 2.299  -0.138
C 3.330 3.262 1.970  -0.035
C 3.000 4.528 2.698  -0.176
C 1.737 4.001 4.363  -0.188
C 1.391 2.550 4.239  -0.069
H 3.454 -0.676 3.054  0.060
H 2.460 -1.897 3.843  0.062
H 1.544 -2.625 1.613  0.065
H 3.278 -2.845 1.657  0.063
H 4.688 -3.057 -0.797  0.093
H 4.672 -4.976 -2.332  0.103
H 2.647 -5.498 -3.652  0.104
H 0.632 -4.075 -3.431  0.107
H 0.640 -2.148 -1.918  0.062
H 5.178 -1.821 1.502  0.094
H 7.457 -0.916 1.486  0.105
H 8.018 1.023 0.060  0.105
H 6.275 2.058 -1.355  0.106
H 3.978 1.168 -1.331  0.101
H -1.741 0.086 4.122  0.088
H -2.734 -0.140 6.368  0.105
H -1.293 -0.643 8.312  0.103
H 1.146 -0.902 8.008  0.104
H 2.147 -0.645 5.775  0.102
H 3.271 1.219 1.711  0.046
H 4.028 3.342 1.142  0.110
H 3.517 5.380 2.259  0.144
H 1.260 4.438 5.239  0.142
H 0.597 2.199 4.889  0.104
F -1.668 -2.806 -0.220  0.120
C -2.553 -2.486 -1.174  -0.680
F -3.767 -2.805 -0.748  0.156
F -2.271 -3.201 -2.259  0.146
S -2.441 -0.688 -1.538  0.480
O -2.665 -0.069 -0.220  -0.445
O -3.404 -0.415 -2.550  -0.239
O -1.022 -0.523 -1.912  -0.460
C 0.924 5.907 -0.186  -0.088
C -0.375 5.487 0.511  -0.587
C -1.146 6.737 0.963  -0.096
C -1.274 4.773 -0.511  -0.105
Si 0.064 4.172 1.844  0.489
O 0.330 2.808 1.040  -0.589
C -1.397 3.891 3.024  -0.189
C -2.357 2.932 2.683  -0.103
C -3.403 2.595 3.529  -0.093
C -3.512 3.219 4.764  -0.095
C -2.583 4.183 5.128  -0.079
C -1.545 4.514 4.266  -0.084
C 1.473 4.783 3.010  -0.285
C 3.249 4.305 4.222  -0.189
C 3.727 5.515 4.956  -0.047
C 3.156 6.718 4.897  -0.094
C 1.953 7.046 4.133  -0.078
C 1.240 6.238 3.341  -0.088
H 0.713 6.557 -1.043  0.085
H 1.475 5.036 -0.554  0.078
H 1.581 6.460 0.493  0.074
H -1.585 7.235 0.092  0.080
H -0.507 7.476 1.446  0.063
H -1.965 6.490 1.644  0.080
H -1.531 5.461 -1.324  0.084
H -2.212 4.434 -0.061  0.081
H -0.770 3.911 -0.953  0.056
H -2.296 2.444 1.713  0.075
H -4.133 1.854 3.226  0.106
H -4.321 2.961 5.436  0.100
H -2.665 4.678 6.088  0.102
H -0.833 5.269 4.582  0.094
H 3.893 3.452 4.435  0.141
H 4.614 5.393 5.568  0.103
H 3.596 7.529 5.466  0.096
H 1.595 8.064 4.246  0.100
H 0.353 6.683 2.911  0.069